Formula: C27H34BrF12N9O6S3SbSn
Source: OMol25
Level of theory: wB97M-V/def2-TZVPD

Structure (XYZ):
```
94
Properties=species:S:1:pos:R:3:forces:R:3
Sn -0.976 -1.834 0.913 -0.024 -0.036 -0.028
O -4.251 -1.401 -2.835 0.002 -0.005 0.023
C -3.871 -0.266 -3.423 0.016 0.060 0.021
C -4.372 -0.006 -4.702 -0.013 -0.009 -0.015
C -4.057 1.163 -5.363 -0.001 -0.022 0.015
C -3.240 2.116 -4.759 0.001 0.017 0.015
C -2.735 1.864 -3.498 -0.001 -0.017 -0.005
C -3.022 0.678 -2.809 -0.037 -0.005 -0.036
C -2.401 0.365 -1.488 0.017 -0.262 0.114
O -2.806 -0.639 -0.779 -0.078 -0.021 0.093
N -1.984 1.563 -0.783 0.060 0.190 0.007
N -1.593 1.358 0.505 0.049 -0.018 0.009
C -1.627 2.360 1.288 -0.022 -0.036 -0.025
C -1.250 2.272 2.699 -0.046 -0.057 -0.165
Br -1.388 0.562 3.500 0.028 -0.042 -0.017
C -0.897 3.315 3.448 0.053 0.102 0.177
C -0.683 4.681 2.941 0.009 0.051 -0.026
C -1.163 5.766 3.677 0.005 -0.018 0.009
C -0.984 7.061 3.223 0.004 0.012 -0.007
C -0.304 7.295 2.034 -0.008 -0.007 0.007
C 0.203 6.227 1.310 -0.005 -0.026 -0.001
C 0.018 4.927 1.760 0.017 0.008 -0.014
H -3.798 -1.471 -1.966 0.013 0.005 -0.044
H -5.012 -0.754 -5.151 0.018 0.012 0.019
H -4.456 1.339 -6.353 0.007 0.001 0.016
H -3.013 3.047 -5.263 -0.007 -0.015 0.008
H -2.118 2.625 -3.028 -0.024 -0.026 0.001
H -1.235 -0.157 -1.904 0.011 0.190 -0.386
H -2.617 2.349 -0.912 -0.023 -0.001 0.017
H -1.961 3.341 0.945 -0.008 -0.001 0.008
H -0.765 3.164 4.514 -0.008 0.003 -0.034
H -1.690 5.586 4.607 0.008 -0.001 -0.015
H -1.373 7.891 3.799 0.005 -0.005 -0.009
H -0.160 8.308 1.682 0.003 -0.007 0.006
H 0.756 6.404 0.396 -0.002 0.003 0.005
H 0.448 4.098 1.209 -0.016 0.021 0.025
F -0.841 -6.608 1.707 -0.009 0.004 0.022
C 0.472 -6.440 1.713 -0.088 0.033 -0.033
F 0.971 -6.683 0.516 0.065 -0.014 -0.002
F 1.018 -7.265 2.600 0.019 -0.038 0.029
S 0.884 -4.708 2.189 0.132 -0.069 -0.081
O 0.222 -3.870 1.189 -0.127 0.124 0.026
O 2.314 -4.632 2.195 -0.048 0.014 0.015
N 0.253 -4.637 3.609 0.131 -0.025 0.115
S -0.598 -3.511 4.260 -0.108 0.046 -0.033
O -0.082 -3.052 5.504 0.020 -0.024 0.008
O -1.023 -2.483 3.311 0.026 0.016 0.048
C -2.157 -4.409 4.643 0.033 0.005 -0.056
F -1.907 -5.446 5.428 -0.011 -0.032 0.046
F -2.714 -4.837 3.513 -0.021 -0.005 -0.022
F -2.997 -3.581 5.256 -0.026 0.022 0.019
C 1.943 -1.179 2.574 -0.006 0.006 -0.113
N 3.280 -0.630 2.727 0.005 0.004 0.026
C 4.190 -1.354 1.834 -0.044 0.037 -0.035
N 3.782 -1.219 0.430 0.026 0.008 0.008
C 2.444 -1.770 0.285 -0.074 0.015 0.084
N 1.459 -1.054 1.160 0.055 0.013 0.042
C 1.504 0.395 0.808 0.011 -0.104 0.055
N 2.837 0.957 0.949 0.024 0.037 -0.014
C 3.263 0.779 2.343 0.001 -0.043 -0.039
C 3.753 0.201 0.089 -0.071 -0.044 0.014
H 1.248 -0.653 3.228 -0.009 0.006 0.005
H 1.967 -2.234 2.838 -0.007 -0.021 0.017
H 4.192 -2.410 2.104 -0.005 -0.013 0.000
H 5.197 -0.952 1.953 0.009 0.002 0.000
H 2.451 -2.822 0.561 -0.003 0.014 0.003
H 2.106 -1.674 -0.745 0.014 0.004 -0.063
H 0.820 0.926 1.468 -0.018 0.018 0.013
H 1.160 0.504 -0.221 -0.003 0.031 -0.044
H 2.576 1.321 2.996 -0.011 0.004 0.002
H 4.264 1.194 2.463 0.009 -0.001 -0.001
H 4.758 0.614 0.189 0.005 0.015 0.011
H 3.424 0.309 -0.949 0.015 -0.011 0.016
C 0.870 2.677 -4.021 0.006 -0.039 0.029
N 0.572 1.614 -3.062 0.050 0.026 -0.008
C 1.078 0.376 -3.080 -0.159 0.120 0.091
S 0.174 -0.955 -2.508 0.085 -0.158 0.079
N 2.304 0.143 -3.559 0.055 -0.008 -0.053
C 3.388 1.109 -3.709 -0.060 -0.002 -0.018
H -0.044 3.248 -4.169 0.015 -0.008 -0.007
H 1.158 2.255 -4.982 0.010 -0.013 -0.015
H 1.649 3.351 -3.670 0.001 -0.003 0.005
H -0.346 1.660 -2.643 0.028 0.028 0.099
H 2.549 -0.834 -3.603 -0.009 -0.004 0.001
H 3.426 1.540 -4.708 -0.008 0.012 -0.004
H 4.326 0.594 -3.519 0.011 -0.030 0.001
H 3.287 1.905 -2.974 -0.015 0.007 0.025
F -1.308 -3.110 -0.913 0.116 0.034 -0.046
Sb -1.504 -4.492 -2.342 -0.137 -0.056 0.066
F 0.345 -4.268 -2.624 0.064 -0.021 -0.006
F -1.814 -3.040 -3.499 -0.001 -0.028 -0.048
F -1.711 -5.779 -3.683 0.052 0.034 -0.034
F -3.319 -4.508 -1.866 0.005 0.012 -0.005
F -1.138 -5.769 -1.016 -0.023 0.019 -0.008
```
Positions in Å, forces in eV/Å.

Calculated values
E_LUMO (spin up / spin down) = -0.55 / -1.50 eV
Multiplicity = 2
Molecular weight = 1225.178 g/mol
Charge = 0
<S²> = 0.758
DFT total energy = -201774.871 eV

Formula: C4H5O
Source: OMol25
Level of theory: wB97M-V/def2-TZVPD

Structure (XYZ):
```
10
Properties=species:S:1:pos:R:3:forces:R:3
C 0.395 1.155 0.015 -2.494 -5.631 -1.688
C 0.989 -0.109 -0.076 -3.198 1.753 0.866
C -1.028 0.867 -0.092 3.477 -1.469 1.776
C -0.098 -1.132 -0.078 2.470 -1.572 -0.630
O -1.298 -0.418 -0.020 -0.958 1.669 -1.473
H 0.744 2.094 -0.020 1.578 3.059 0.166
H 1.978 -0.325 0.131 2.005 -0.530 -0.170
H -1.705 1.642 0.106 -1.881 0.385 -0.300
H 0.066 -2.062 -0.799 -1.055 2.337 0.563
H -0.043 -1.713 0.832 0.056 -0.002 0.892
```
Positions in Å, forces in eV/Å.

Calculated values
E_LUMO = -6.52 eV
Molecular weight = 69.083 g/mol
Charge = +1
DFT total energy = -6266.994 eV